Computed, not measured: a cluster of 2 separate species, C4O3 in total, with the ωB97M-V functional and the def2-TZVPD basis.

Summary:
Spin multiplicity: 1
Maximum force: 0.08842 hartree/bohr
Gap between HOMO and LUMO: 10.41 eV
Relative energy (zero: lowest compared OMol25 entry of this formula, charge and spin): 31.5 kJ/mol
LUMO level: 0.01 eV
HOMO energy: -0.3824 Ha

The geometry in XYZ format:
```
7
C4O3 | the OMol25 dataset | the ωB97M-V functional and the def2-TZVPD basis
C -0.451 -0.360 0.060
C -1.624 -0.007 -0.118
C 1.564 1.197 0.583
C 0.639 -1.075 0.041
O 1.415 1.723 -0.410
O 1.581 -1.728 0.020
O -2.745 0.308 -0.178
```

These are the Löwdin partial charges, in e, on atoms 1 to 5: number 1, C, carries -0.039; number 2, C, carries -0.208; number 3, C, carries 0.026; number 4, C, carries -0.240; number 5, O, carries 0.063